a) Computed, not measured: an isolated molecule of C9H12NP, with ωB97M-V/def2-TZVPD.

Geometry as ORCA input:
```
! RIJCOSX wB97M-V def2-TZVPD def2/J DEFGRID3
* xyz 0 1
C -1.73 3.07 2.03
C -1.04 2.22 1.27
N -0.84 0.85 1.60
C -0.38 0.05 0.79
C 0.24 -1.26 1.26
C 1.71 -1.02 1.21
C 2.44 -1.36 0.17
C 1.99 -1.61 -1.16
C 0.92 -1.08 -1.76
P -0.06 0.36 -1.30
C -1.60 -0.10 -2.21
H -1.85 4.10 1.62
H -2.22 2.78 2.97
H -0.41 2.49 0.44
H -0.21 -1.96 0.50
H -0.25 -1.77 2.19
H 2.06 -0.44 2.15
H 3.58 -1.24 0.18
H 2.65 -2.25 -1.71
H 0.68 -1.28 -2.78
H -2.52 0.26 -1.69
H -1.65 -1.17 -2.50
H -1.50 0.37 -3.26
*
```

Results
**HOMO energy**: -0.2883 Eh
**SMILES**: C=C/N=C1/CC=CC=CP1C

b) Computed, not measured: a 2-piece molecular cluster, C9H12NP overall, with ωB97M-V/def2-TZVPD.

Geometry as ORCA input:
```
! RIJCOSX wB97M-V def2-TZVPD def2/J DEFGRID3
* xyz 0 1
C -4.26 0.24 -0.01
C -3.63 0.60 1.20
C -3.49 0.10 -1.15
C -2.24 0.84 1.30
C -2.14 0.49 -1.08
C -1.55 0.84 0.08
C 2.09 0.26 -0.15
C 1.30 -1.00 -0.33
C 3.45 0.12 0.60
N 2.03 1.12 -1.26
P 1.10 1.85 0.00
H -5.29 0.05 -0.11
H -4.14 0.69 2.20
H -3.88 -0.17 -2.02
H -1.69 1.21 2.16
H -1.62 0.47 -1.99
H 0.85 -1.37 0.66
H 1.87 -1.69 -0.87
H 0.28 -0.93 -0.91
H 3.14 -0.19 1.61
H 3.96 0.99 0.57
H 3.92 -0.69 0.16
H 2.85 1.40 -1.80
*
```

Results
**HOMO energy (spin up / spin down)**: -0.2783 / -0.2972 Eh

In order of decreasing stability: a), b).

a) Computed, not measured: a 2-piece molecular cluster, C4H2BrNOS overall, with ωB97M-V/def2-TZVPD.

Geometry as ORCA input:
```
! RIJCOSX wB97M-V def2-TZVPD def2/J DEFGRID3
* xyz 0 1
C 0.44 0.44 -1.67
C -0.42 -0.10 -0.98
C 2.05 -1.69 -0.04
C -1.29 -0.37 0.07
N 2.83 -0.90 0.29
O 1.34 -2.54 -0.50
S -0.07 -3.26 0.09
Br -3.16 -0.59 0.03
H 1.01 0.96 -2.36
H -0.97 -0.27 1.06
*
```

Results
**HOMO energy (spin up / spin down)**: -0.3173 / -0.3721 Eh

b) Computed, not measured: an isolated molecule of C4H2BrNOS, with ωB97M-V/def2-TZVPD.

Geometry as ORCA input:
```
! RIJCOSX wB97M-V def2-TZVPD def2/J DEFGRID3
* xyz 0 1
C 0.50 -0.74 -1.35
C -0.04 -0.80 -0.11
C 2.31 -1.66 -0.07
C 2.12 -1.26 -3.06
N 1.77 -1.23 -1.47
O 2.05 -2.17 -3.81
S 1.05 -1.52 1.02
Br 2.64 0.50 -3.56
H 0.14 -0.39 -2.26
H -1.03 -0.43 0.02
*
```

Results
**HOMO energy**: -0.3384 Eh

In order of decreasing stability: b), a).

a) Computed, not measured: a 2-piece molecular cluster, C3H3NOS overall, with ωB97M-V/def2-TZVPD.

Geometry as ORCA input:
```
! RIJCOSX wB97M-V def2-TZVPD def2/J DEFGRID3
* xyz 0 1
C 0.04 3.63 -2.23
C -1.40 1.39 -1.64
C -0.21 0.06 0.34
N 0.13 4.75 -2.41
O -2.37 1.26 -2.28
S -0.10 1.66 -0.73
H -0.94 0.19 1.18
H 0.75 -0.29 0.69
H -0.62 -0.63 -0.27
*
```

Results
**HOMO energy**: -0.3418 Eh

b) Computed, not measured: an isolated molecule of C3H3NOS, with ωB97M-V/def2-TZVPD.

Geometry as ORCA input:
```
! RIJCOSX wB97M-V def2-TZVPD def2/J DEFGRID3
* xyz 0 1
C 0.34 0.52 1.08
C -0.80 0.42 0.28
C 1.47 -0.10 0.91
N 0.60 -1.40 -1.34
O -1.75 -0.66 -2.04
S -0.60 -0.49 -1.20
H 0.16 0.93 2.00
H -1.63 1.12 0.10
H 2.20 -0.33 0.20
*
```

Results
**HOMO energy (spin up / spin down)**: -0.3404 / -0.3427 Eh

In order of decreasing stability: a), b).

a) Computed, not measured: an isolated molecule of C3H3NOS, with ωB97M-V/def2-TZVPD.

Geometry as ORCA input:
```
! RIJCOSX wB97M-V def2-TZVPD def2/J DEFGRID3
* xyz 0 1
S -0.14 -0.94 1.77
C -0.06 -0.14 0.21
C 0.35 -0.72 -1.01
O 0.21 0.29 -1.95
C -0.02 1.40 -1.24
N -0.16 1.23 0.03
H -0.51 0.07 2.57
H 0.68 -1.59 -1.50
H -0.10 2.39 -1.72
*
```

Results
**HOMO energy**: -0.3158 Eh
**SMILES**: Sc1cocn1

b) Computed, not measured: an isolated molecule of C3H3NOS, with ωB97M-V/def2-TZVPD.

Geometry as ORCA input:
```
! RIJCOSX wB97M-V def2-TZVPD def2/J DEFGRID3
* xyz 0 1
C -0.53 0.27 1.30
C -0.23 0.38 0.06
C 0.51 0.30 -1.07
S 2.10 1.37 -1.01
N 2.20 2.41 0.03
O 2.87 1.61 -2.19
H 0.10 -0.30 1.93
H -1.27 0.87 1.85
H 0.00 -0.24 -1.85
*
```

Results
**HOMO energy**: -0.3667 Eh
**SMILES**: C=C=CS(#N)=O

In order of decreasing stability: a), b).

a) Computed, not measured: an isolated molecule of C3H3NOS, with ωB97M-V/def2-TZVPD.

Geometry as ORCA input:
```
! RIJCOSX wB97M-V def2-TZVPD def2/J DEFGRID3
* xyz 0 1
S -2.36 -0.54 0.00
C -0.67 -0.36 -0.03
C 0.21 0.71 0.03
C 1.44 0.04 0.01
N 1.36 -1.28 0.04
O 0.00 -1.55 -0.02
H -2.62 0.75 0.16
H 0.20 1.76 -0.14
H 2.44 0.47 -0.06
*
```

Results
**HOMO energy**: -0.3274 Eh
**SMILES**: Sc1ccno1

b) Computed, not measured: an isolated molecule of C3H3NOS, with ωB97M-V/def2-TZVPD.

Geometry as ORCA input:
```
! RIJCOSX wB97M-V def2-TZVPD def2/J DEFGRID3
* xyz 0 1
C 1.28 0.58 -1.89
C 0.92 0.64 -0.75
C 0.30 0.65 0.47
O 0.17 1.34 1.46
N -0.58 -0.85 0.36
S -1.92 -0.48 1.32
H 1.84 0.16 -2.78
H -0.64 -1.01 -0.65
H -1.37 -1.03 2.47
*
```

Results
**HOMO energy**: -0.3221 Eh
**SMILES**: C#CC(=O)NS

In order of decreasing stability: a), b).

a) Computed, not measured: C3H5NO4 as an isolated structure, with ωB97M-V/def2-TZVPD.

Geometry as ORCA input:
```
! RIJCOSX wB97M-V def2-TZVPD def2/J DEFGRID3
* xyz 0 1
C -0.52 0.41 -1.51
N 0.36 -0.32 -0.60
C 0.29 0.07 0.78
C 0.19 -1.20 1.60
O 1.72 -0.21 -1.00
O -1.37 -0.38 1.25
O 0.74 1.10 1.26
O 0.34 -2.14 2.23
H 2.02 0.69 -0.74
H -1.54 0.27 1.95
H -0.41 -0.04 -2.49
H -1.55 0.27 -1.18
H -0.27 1.48 -1.55
*
```

Results
**HOMO energy**: -0.3682 Eh

b) Computed, not measured: a 2-piece molecular cluster, C3H5NO4 overall, with ωB97M-V/def2-TZVPD.

Geometry as ORCA input:
```
! RIJCOSX wB97M-V def2-TZVPD def2/J DEFGRID3
* xyz 0 1
C 0.70 0.64 0.80
C 0.13 1.15 -0.46
C -1.54 -0.02 -0.98
N -2.33 0.29 0.17
O -2.77 1.46 0.12
O -2.43 -0.48 1.10
O 1.23 0.39 -0.53
O -0.90 -1.16 -1.30
H 1.27 1.35 1.32
H 0.36 -0.30 1.30
H 0.18 2.15 -0.92
H -1.98 0.36 -1.86
H -0.48 -1.64 -0.51
*
```

Results
**HOMO energy**: -0.3459 Eh

In order of decreasing stability: a), b).

a) Computed, not measured: a 2-piece molecular cluster, C4H10O3 overall, with ωB97M-V/def2-TZVPD.

Geometry as ORCA input:
```
! RIJCOSX wB97M-V def2-TZVPD def2/J DEFGRID3
* xyz 1 2
O -4.37 -1.20 1.14
C -3.29 -1.61 0.83
C -2.18 -0.65 0.45
C -0.78 -1.17 0.41
C 0.12 -0.36 -0.49
O 0.71 0.74 0.22
H -3.08 -2.69 0.93
H -2.50 -0.39 -0.58
H -2.24 0.33 0.91
H -0.30 -1.39 1.39
H -0.58 -2.26 0.30
H -0.49 0.27 -1.13
H 0.80 -0.88 -1.17
H 1.11 0.42 1.03
H 5.69 4.21 -0.92
H 6.01 3.00 -1.70
O 5.36 3.64 -1.61
*
```

Results
**HOMO energy (spin up / spin down)**: -0.4838 / -0.4838 Eh

b) Computed, not measured: a 2-piece molecular cluster, C4H10O3 overall, with ωB97M-V/def2-TZVPD.

Geometry as ORCA input:
```
! RIJCOSX wB97M-V def2-TZVPD def2/J DEFGRID3
* xyz 1 2
C -0.31 0.82 -0.11
O -0.77 0.37 -1.36
C 0.40 -0.35 0.56
C 0.27 -0.41 2.08
C 1.30 0.47 2.80
O 1.14 1.37 3.52
H -1.08 1.24 0.47
H 0.42 1.62 -0.26
H -1.72 0.48 -1.44
H 1.45 -0.31 0.27
H 0.01 -1.29 0.17
H -0.73 -0.22 2.49
H 0.47 -1.42 2.45
H 2.33 0.13 2.50
H -1.25 -0.35 -5.35
H -1.12 -1.51 -4.23
O -0.82 -0.66 -4.55
*
```

Results
**HOMO energy (spin up / spin down)**: -0.4963 / -0.4963 Eh

In order of decreasing stability: b), a).

a) Computed, not measured: a 2-piece molecular cluster, C3H12N2 overall, with ωB97M-V/def2-TZVPD.

Geometry as ORCA input:
```
! RIJCOSX wB97M-V def2-TZVPD def2/J DEFGRID3
* xyz 2 1
C 0.42 0.81 0.77
C -1.02 0.77 1.10
C -1.81 1.95 0.72
N 1.12 -2.19 -2.15
N 0.91 -0.79 0.43
H 1.14 0.92 1.59
H 0.71 1.44 -0.08
H -1.35 0.39 2.07
H 1.26 -1.40 -2.79
H -2.89 1.76 0.66
H -1.61 2.70 1.53
H 1.83 -2.85 -2.45
H -1.58 2.41 -0.25
H 0.22 -2.60 -2.38
H 1.53 -1.07 1.19
H 1.15 -1.09 -0.55
H -0.03 -1.14 0.58
*
```

Results
**HOMO energy**: -0.6823 Eh

b) Computed, not measured: an isolated ion of composition C3H12N2 and charge +2, with ωB97M-V/def2-TZVPD.

Geometry as ORCA input:
```
! RIJCOSX wB97M-V def2-TZVPD def2/J DEFGRID3
* xyz 2 1
N -0.31 2.41 -0.86
C 0.40 1.29 -0.03
C 0.06 -0.19 -0.43
C 0.10 -1.03 0.85
N -0.16 -2.45 0.51
H -0.22 3.28 -0.29
H 0.31 2.49 -1.79
H -1.28 2.10 -0.99
H 0.19 1.52 0.99
H 1.50 1.46 -0.07
H -0.96 -0.25 -0.99
H 0.66 -0.55 -1.25
H -0.70 -0.69 1.62
H 1.04 -0.90 1.45
H -0.23 -3.09 1.32
H 0.63 -2.73 -0.06
H -1.03 -2.66 0.01
*
```

Results
**HOMO energy**: -0.7687 Eh
**SMILES**: [NH3+]CCC[NH3+]

In order of decreasing stability: b), a).